No. 1
Formula: C7H15Br2O3P
Source: OMol25
Level of theory: the ωB97M-V functional and the def2-TZVPD basis

Properties
Expectation value of S²: 2.01
Orbital gap (spin up / spin down), eV: 5.8 / 6.6
Charge: 0
LUMO energy (spin up / spin down), eV: 0.59 / -2.35
2S+1: 3

```
28
C7H15Br2O3P | OMol25 | the ωB97M-V functional and the def2-TZVPD basis
C 0.24025 1.40033 3.28961
C 2.31752 -0.72189 -2.56517
C -2.32299 -0.98516 -1.85485
C 1.18607 0.35754 2.70998
C 2.19998 -0.95473 -1.06631
C -3.73621 0.09847 -0.04427
C -2.80133 -0.73305 -0.47702
O 1.07488 1.68281 -0.77694
O 1.54372 0.66101 1.37502
O 0.85898 -0.75595 -0.63249
P 0.39212 0.54772 0.19257
Br -4.72195 1.22770 -1.19604
Br -1.94472 -1.80281 0.85889
H 0.69430 2.38844 3.24202
H -0.68687 1.41243 2.71899
H 0.01485 1.16064 4.32582
H 2.06449 0.30779 -2.80013
H 3.33564 -0.92242 -2.88889
H 1.63800 -1.38028 -3.10224
H -1.26504 -0.72872 -1.92247
H -2.88804 -0.39992 -2.57704
H -2.42117 -2.04507 -2.09494
H 0.72554 -0.63609 2.76470
H 2.12855 0.33954 3.26678
H 2.87165 -0.28242 -0.52452
H 2.45460 -1.98946 -0.81479
H -4.01287 0.19308 0.99311
H 1.06001 2.56049 -0.39938
```

No. 2
Formula: C7H15ClN
Source: OMol25
Level of theory: the ωB97M-V functional and the def2-TZVPD basis

Properties
Orbital gap (spin up / spin down), eV: 8.6 / 8.0
Charge: +1
LUMO energy (spin up / spin down), eV: -3.44 / -3.64

```
24
C7H15ClN | OMol25 | the ωB97M-V functional and the def2-TZVPD basis
C -0.61071 -0.90914 1.97944
C -1.28403 -0.49812 0.61686
C 0.62712 -1.70087 1.94686
C 0.65583 0.49379 -0.65429
C 1.85117 1.34433 -0.32082
C 0.83158 -0.71012 -1.48696
C -1.44818 1.36440 -1.16446
N -0.65406 0.66819 -0.07956
Cl 0.96732 -2.90544 0.78514
H -0.46477 0.03812 2.38506
H -1.34146 -1.60328 2.42372
H -1.27925 -1.52610 -0.02957
H -2.29011 -0.33752 0.71452
H 1.27570 -1.32168 2.72790
H 1.62520 1.82229 0.60896
H 1.81650 2.13116 -1.08312
H 2.84733 0.65042 -0.35332
H 1.10670 -0.25850 -2.49895
H -0.10370 -1.30400 -1.64606
H 1.57226 -1.39575 -1.03760
H -0.90057 2.01640 -1.68206
H -1.84296 0.74025 -1.86720
H -2.40611 1.75635 -0.76871
H -0.55080 1.44481 0.48421
```

No. 3
Formula: C7H15F2NO2SZn
Source: OMol25
Level of theory: the ωB97M-V functional and the def2-TZVPD basis

Properties
Orbital gap, eV: 7.2
Charge: +2
LUMO energy, eV: -11.33

```
29
C7H15F2NO2SZn | OMol25 | the ωB97M-V functional and the def2-TZVPD basis
C -2.33274 0.97494 2.27460
C -2.49785 -0.49471 1.84465
C -1.21905 -1.17383 1.30075
C -0.11687 -0.25268 0.79005
C 0.81207 -1.07765 -0.12741
C 2.27067 -0.67673 -0.38304
C 2.38679 0.83223 -0.74948
N 1.09143 1.18367 -1.37236
F 0.87899 2.55986 -1.37171
S 0.79492 0.83447 -3.02201
O 1.14171 1.81504 -3.95387
O -0.57872 0.28396 -2.97550
F 1.65315 -0.45168 -3.18795
H -3.00729 1.16268 3.10666
H -1.33665 1.21525 2.63484
H -2.64169 1.66208 1.49004
H -2.83400 -1.07403 2.70004
H -3.30380 -0.55733 1.11559
H -1.54199 -1.80845 0.39104
H -0.83925 -1.90353 2.01273
H -0.58803 0.60462 0.28809
H 0.52019 0.15551 1.57255
H 0.39740 -1.14085 -1.17976
H 0.77908 -2.09451 0.26203
H 2.65964 -1.24642 -1.22454
H 2.88793 -0.95116 0.46829
H 3.21888 1.04042 -1.42171
H 2.53788 1.46695 0.11905
Zn -1.19278 -0.88815 -1.40164
```

No. 4
Formula: C7H15N
Source: OMol25
Level of theory: the ωB97M-V functional and the def2-TZVPD basis

Properties
Orbital gap, eV: 9.7
Charge: 0
LUMO energy, eV: 1.14
Structure (SMILES): C=CCCCNCC

```
23
C7H15N | OMol25 | the ωB97M-V functional and the def2-TZVPD basis
C -1.61371 1.91499 3.35979
C -0.94591 0.88833 2.83719
C -0.42105 0.79171 1.43306
C -1.22605 -0.10205 0.46385
C -0.47811 -1.19382 -0.34709
N 0.09665 -0.72740 -1.64838
C 1.55395 -0.83781 -1.59923
C 2.00970 -0.58811 -3.04849
H -2.08712 1.77813 4.32376
H -1.47567 2.89865 2.93158
H -0.71536 -0.03936 3.37578
H 0.65046 0.53118 1.44508
H -0.46046 1.78042 0.94865
H -1.58009 0.57569 -0.31239
H -2.10888 -0.49899 0.94711
H -1.14136 -1.99982 -0.65781
H 0.21802 -1.73338 0.32262
H -0.27511 0.15212 -1.97040
H 1.96904 -0.16911 -0.81763
H 1.81283 -1.88583 -1.42697
H 1.90411 -1.49043 -3.66604
H 1.34767 0.14096 -3.55576
H 2.96645 -0.18609 -3.33826
```

No. 5
Formula: C7H15N
Source: OMol25
Level of theory: the ωB97M-V functional and the def2-TZVPD basis

Properties
Orbital gap, eV: 10.3
Charge: 0
LUMO energy, eV: 1.21
Structure (SMILES): C/C=C/CCCCN

```
23
C7H15N | OMol25 | the ωB97M-V functional and the def2-TZVPD basis
C 0.61767 3.60160 1.26841
C 0.31489 2.19928 0.86558
C -0.52228 1.78953 -0.07562
C -1.01061 0.37111 -0.13154
C -0.65852 -0.46277 -1.37272
C -0.40342 -1.93498 -1.03299
C 0.86835 -2.12060 -0.20429
N 0.90887 -3.26396 0.71637
H 1.52690 3.73657 1.85427
H 0.76706 4.27348 0.41981
H -0.21634 3.99475 1.84769
H 0.71520 1.38748 1.47121
H -0.95252 2.41311 -0.85853
H -0.84124 -0.18586 0.79689
H -2.11165 0.42304 -0.12689
H -1.45490 -0.44116 -2.10541
H 0.25629 -0.07378 -1.82459
H -1.25668 -2.31863 -0.46111
H -0.28225 -2.54094 -1.93156
H 1.73900 -2.20814 -0.86421
H 1.13379 -1.23000 0.37233
H 0.01877 -3.29159 1.21361
H 0.84360 -4.11753 0.16329
```

No. 6
Formula: C7H15N
Source: OMol25
Level of theory: the ωB97M-V functional and the def2-TZVPD basis

Properties
Orbital gap, eV: 10.7
Charge: 0
LUMO energy, eV: 1.09
Structure (SMILES): C=N[C@@H](C)[C@H](C)CC

```
23
C7H15N | OMol25 | the ωB97M-V functional and the def2-TZVPD basis
C 1.17341 2.37589 -1.61235
N 0.18283 1.58855 -1.43662
C 0.25604 0.72986 -0.15325
C -0.60119 1.39517 0.91956
C -0.15494 -0.67771 -0.58222
C -1.52367 -0.75256 -1.27052
C -0.13192 -1.70111 0.64771
C 1.00438 -1.55545 1.64312
H 2.04737 2.43006 -0.93625
H 1.19329 3.05646 -2.48028
H 1.29918 0.70633 0.18445
H -0.05573 1.42540 1.86870
H -1.53974 0.86568 1.10007
H -0.83714 2.43235 0.66011
H 0.59660 -1.04406 -1.29404
H -2.30372 -0.25865 -0.68373
H -1.48902 -0.27413 -2.25444
H -1.82870 -1.79279 -1.42464
H -1.08798 -1.67225 1.18170
H -0.07133 -2.69942 0.19551
H 1.96167 -1.37608 1.14567
H 0.81064 -0.73464 2.33890
H 1.09968 -2.46687 2.24285
```

No. 7
Formula: C7H15N
Source: OMol25
Level of theory: the ωB97M-V functional and the def2-TZVPD basis

Properties
Orbital gap, eV: 8.1
Charge: 0
LUMO energy, eV: 0.90

```
23
C7H15N | OMol25 | the ωB97M-V functional and the def2-TZVPD basis
C -0.70596 0.44715 0.36819
C -0.45330 -0.78447 -0.33592
C -0.25778 0.58511 1.80234
C -2.60686 -0.34630 0.39270
C 1.99325 0.40214 -1.56537
C 1.46020 -0.62865 -0.62041
N -0.74344 1.62802 -0.33593
C 2.24861 -1.54711 -0.06196
H -0.97927 2.47227 0.16390
H -0.99903 1.58386 -1.31253
H -0.45615 -1.68792 0.25904
H -0.77664 -0.85230 -1.36828
H -0.40414 -0.35259 2.33739
H 0.80358 0.83812 1.83491
H -0.81740 1.37414 2.31164
H -3.00115 0.16543 1.27299
H -2.80259 -1.41069 0.53002
H -3.09207 0.02466 -0.51176
H 2.02107 1.39617 -1.10622
H 1.38009 0.45876 -2.47139
H 3.01984 0.18611 -1.89595
H 3.30064 -1.66878 -0.33200
H 1.86851 -2.28314 0.64459
```

No. 8
Formula: C7H15N
Source: OMol25
Level of theory: the ωB97M-V functional and the def2-TZVPD basis

Properties
Expectation value of S²: 0.75
Orbital gap (spin up / spin down), eV: 12.6 / 8.9
Charge: +1
LUMO energy (spin up / spin down), eV: -2.62 / -6.86
2S+1: 2

```
23
C7H15N | OMol25 | the ωB97M-V functional and the def2-TZVPD basis
C -0.31994 1.63852 1.88901
C 0.76048 1.38745 0.86362
N 0.56671 0.20650 -0.01407
C 1.30101 -0.98278 0.30591
C 0.56563 -2.17197 -0.29146
C -0.70584 -1.59624 -0.94523
C -0.75398 -0.10996 -0.53580
C -1.00814 0.81944 -1.77663
H -0.03956 2.55895 2.37702
H -0.23978 0.90448 2.70210
H -1.32966 1.58458 1.51057
H 0.91219 2.24020 0.20313
H 1.73744 1.23276 1.29964
H 1.53402 -1.00676 1.37340
H 2.30773 -0.89482 -0.09403
H 1.20962 -2.67258 -1.00479
H 0.34170 -2.88229 0.50591
H -0.75176 -1.64663 -2.02179
H -1.52531 -2.06751 -0.42503
H -1.53314 0.19805 0.15725
H -1.82014 0.43412 -2.37426
H -0.05951 0.98548 -2.31283
H -1.14976 1.84102 -1.39162
```

No. 9
Formula: C7H15N2O2
Source: OMol25
Level of theory: the ωB97M-V functional and the def2-TZVPD basis

Properties
Orbital gap, eV: 8.6
Charge: +1
LUMO energy, eV: -2.90

```
26
C7H15N2O2 | OMol25 | the ωB97M-V functional and the def2-TZVPD basis
C -1.67126 -1.15890 2.19420
C -1.95633 -0.69062 1.01884
C -2.30910 -0.21900 -0.15130
C 1.37281 0.62294 -1.24354
C 0.54280 2.24610 1.01763
C 1.67808 -2.20450 -0.50822
C 1.16993 0.06337 0.10553
N -3.14021 -0.89633 -1.04887
N 0.83108 0.83561 1.10158
O -1.75309 0.94515 -0.65594
O 1.31459 -1.19176 0.42693
H -0.87499 -1.87295 2.35724
H -2.24466 -0.88034 3.06676
H 0.43368 1.07303 -1.56997
H 1.67913 -0.12633 -1.96582
H 2.11926 1.41605 -1.21506
H -0.40197 2.39741 0.49467
H 0.46392 2.65003 2.02258
H 1.33313 2.77292 0.48512
H 1.76051 -3.11536 0.08109
H 2.63932 -1.99262 -0.97707
H 0.90237 -2.33268 -1.26421
H -3.57296 -1.71731 -0.64270
H -3.82923 -0.31072 -1.50436
H 0.62630 0.37381 1.98338
H -2.33433 1.27193 -1.35281
```

No. 10
Formula: C7H15N2O2
Source: OMol25
Level of theory: the ωB97M-V functional and the def2-TZVPD basis

Properties
Orbital gap, eV: 8.8
Charge: +1
LUMO energy, eV: -3.53
Structure (SMILES): CN(C)C(=O)C[C@H]1C[NH2+]CO1

```
26
C7H15N2O2 | OMol25 | the ωB97M-V functional and the def2-TZVPD basis
C 2.91070 -1.23497 0.54414
N 2.12579 -0.29090 -0.29449
C 3.02775 0.56144 -1.11910
C 1.16783 0.47736 0.46919
O 1.15752 0.63194 1.69451
C 0.03539 1.24216 -0.36741
C -1.44289 0.83532 0.04217
C -2.25266 -0.20002 -0.87997
N -3.33584 -0.52328 0.14201
C -2.44811 -0.71591 1.37018
O -1.75976 0.56056 1.43891
H 3.91619 -1.37594 0.01665
H 3.15597 -0.86122 1.58185
H 2.45915 -2.28372 0.59039
H 3.77450 1.11182 -0.47076
H 2.37451 1.26508 -1.72290
H 3.62164 -0.08533 -1.84180
H 0.18047 0.98650 -1.47407
H 0.24129 2.35782 -0.25866
H -2.01259 1.81144 -0.15365
H -1.67775 -1.09763 -1.28591
H -2.86424 0.33865 -1.67855
H -3.93608 -1.34432 -0.05428
H -3.86647 0.32086 0.43120
H -2.93104 -1.10347 2.31020
H -1.62128 -1.38423 0.97011
```

No. 11
Formula: C7H15N2O3
Source: OMol25
Level of theory: the ωB97M-V functional and the def2-TZVPD basis

Properties
Orbital gap (spin up / spin down), eV: 6.5 / 6.5
Charge: +1
LUMO energy (spin up / spin down), eV: -3.22 / -3.22

```
27
C7H15N2O3 | OMol25 | the ωB97M-V functional and the def2-TZVPD basis
C 0.18377 1.52675 0.05039
C 1.15756 -1.12308 -0.51164
C 0.22842 0.96908 1.54542
C 0.21228 -0.78909 -1.70783
C 0.05784 -0.52875 1.43018
C -1.06465 -0.07021 -1.20430
C 1.53730 1.51041 2.19046
N -0.85865 -1.16110 2.27997
N -2.26997 -0.16493 -2.10899
O 0.58674 -1.49506 0.70512
O -0.87591 1.24234 -0.81572
O -0.15552 -1.81603 -2.54910
H 0.11867 2.65957 0.04169
H 1.13940 1.41627 -0.42251
H 1.76694 -2.03305 -0.75566
H 1.67670 -0.25294 -0.28424
H -0.68246 1.24807 2.14153
H 0.89353 -0.09120 -2.35366
H 2.39988 1.10373 1.63736
H 1.56795 1.12967 3.30949
H 1.50014 2.55686 2.01870
H -0.73569 -2.17535 2.19558
H -1.47844 -0.87444 2.98402
H -2.91784 -0.72793 -1.61260
H -2.06392 -0.57223 -3.07542
H -2.60557 0.80067 -2.33033
H 0.68151 -2.28800 -2.79789
```

No. 12
Formula: C7H15N2OP
Source: OMol25
Level of theory: the ωB97M-V functional and the def2-TZVPD basis

Properties
Orbital gap, eV: 9.5
Charge: 0
LUMO energy, eV: 0.88
Structure (SMILES): C1=C[C@H]2CC[C@@H]1C2.NP(N)O

```
26
C7H15N2OP | OMol25 | the ωB97M-V functional and the def2-TZVPD basis
C 1.11546 0.54521 -1.41524
C 0.93276 -0.75740 -1.20336
C 1.18925 -0.99068 0.24327
C 2.70598 -0.68935 0.53439
C 2.85852 0.78372 0.31711
C 1.30335 1.23554 -0.16914
C 0.49128 0.30205 0.82435
H 1.07521 0.94503 -2.32395
H 0.70988 -1.50539 -1.92927
H 0.78564 -1.92343 0.68436
H 3.38053 -1.24456 -0.16299
H 2.93316 -0.71059 1.60000
H 2.87161 1.43957 1.19014
H 3.60964 1.21561 -0.49406
H 1.02139 2.29802 -0.04914
H 0.60487 0.49761 1.92310
H -0.60059 0.45510 0.61886
N -4.40966 0.04252 -0.74335
P -2.79512 0.20875 -0.17849
N -2.57440 -1.25393 0.72373
O -3.10892 1.31792 1.04843
H -4.47325 -0.46628 -1.60282
H -5.19387 0.08061 -0.10532
H -2.98456 -1.25136 1.69109
H -1.67775 -1.53750 0.86319
H -2.24387 1.42816 1.39800
```

Per-record molecular weight, g mol⁻¹: 337.98 148.66 280.66 113.20 113.20 113.20 113.20 113.20 159.21 159.21 175.21 174.18
Per-record max |F|, eV/Å: 9.9 5.0 1.3 2.5 1.3 2.1 6.7 2.8 0.8 3.2 5.1 5.0
Per-record E, eV: -163015.3248 -21502.9649 -77752.0466 -8990.4241 -8991.4579 -8991.6330 -8988.5492 -8984.2355 -14569.3155 -14568.2704 -16613.9539 -21817.7564